{
  "formula": "C33H66O39S3",
  "method": "the ωB97M-V functional and the def2-TZVPD basis",
  "energy_ev": -147643.624,
  "orbital_gap_ev": 10.84,
  "max_force_ev_per_a": 5.24,
  "de_lowest_kj_mol": 0.0,
  "spin_multiplicity": 1,
  "elements": ["C", "C", "O", "S", "O", "O", "O", "H", "H", "H", "H", "C", "C", "O", "S", "O", "O", "O", "H", "H", "H", "H", "C", "C", "O", "S", "O", "O", "O", "H", "H", "H", "H", "C", "O", "C", "O", "O", "C", "H", "H", "H", "H", "H", "H", "C", "O", "C", "O", "O", "C", "H", "H", "H", "H", "H", "H", "C", "O", "C", "O", "O", "C", "H", "H", "H", "H", "H", "H", "C", "O", "C", "O", "O", "C", "H", "H", "H", "H", "H", "H", "C", "O", "C", "O", "O", "C", "H", "H", "H", "H", "H", "H", "C", "O", "C", "O", "O", "C", "H", "H", "H", "H", "H", "H", "C", "O", "C", "O", "O", "C", "H", "H", "H", "H", "H", "H", "C", "O", "C", "O", "O", "C", "H", "H", "H", "H", "H", "H", "C", "O", "C", "O", "O", "C", "H", "H", "H", "H", "H", "H"],
  "xyz": [[0.4121, -0.9184, -1.6529], [1.0042, 0.1056, -0.6816], [-0.0624, 0.9787, -0.3463], [-0.9163, 1.1521, -1.6727], [-0.4439, 2.2465, -2.4354], [-2.2617, 1.0951, -1.2695], [-0.4714, -0.1587, -2.4904], [-0.1518, -1.6749, -1.1498], [1.2096, -1.2877, -2.3049], [1.8026, 0.6723, -1.1481], [1.4523, -0.4416, 0.1683], [-3.7163, -1.6475, -5.4272], [-3.2081, -1.1857, -4.0400], [-3.0345, 0.2295, -4.2298], [-2.4177, 0.4813, -5.7093], [-0.9700, 0.3024, -5.6446], [-2.9613, 1.6545, -6.3496], [-3.0599, -0.7954, -6.3657], [-4.7969, -1.4998, -5.6217], [-3.3167, -2.6081, -5.5938], [-2.2038, -1.5916, -3.7639], [-3.8737, -1.2790, -3.1830], [1.6610, -2.9018, 2.2485], [2.4962, -4.0720, 2.7809], [2.2033, -5.1780, 1.9004], [0.9290, -4.7917, 0.9435], [-0.0297, -5.8204, 1.1392], [1.4986, -4.2446, -0.1923], [0.4553, -3.4317, 1.8141], [2.1974, -2.4594, 1.4420], [1.4823, -2.2287, 3.1225], [2.2821, -4.2780, 3.8241], [3.5531, -3.8615, 2.7522], [-3.1596, -4.2563, 0.2631], [-2.0279, -4.1843, -0.7073], [-2.5105, -3.8984, -1.9322], [-3.6647, -3.8926, -2.2675], [-1.5455, -3.8462, -2.8173], [-0.4527, -4.8496, -2.7926], [-2.9318, -3.4470, 1.0044], [-3.3043, -5.1827, 0.7873], [-4.0326, -4.0429, -0.3415], [-0.8473, -5.7542, -2.3792], [0.4963, -4.5703, -2.2843], [-0.2390, -4.8766, -3.9040], [4.0712, -8.9480, -0.9288], [4.0271, -8.4995, -2.3122], [3.0618, -7.7115, -2.6096], [2.1498, -7.4684, -1.8698], [3.2333, -7.2969, -3.8587], [2.2869, -6.2505, -4.2727], [3.2714, -9.5819, -0.6520], [4.3412, -8.1113, -0.2989], [4.9163, -9.6014, -0.9726], [1.2711, -6.5688, -4.1293], [2.3846, -6.0261, -5.3483], [2.4131, -5.3087, -3.6677], [2.2716, 0.6912, -4.8207], [2.5711, 0.3606, -3.3879], [3.7853, -0.2623, -3.2233], [4.6625, -0.4282, -4.0409], [3.8184, -0.6989, -1.9597], [4.9223, -1.5414, -1.7198], [2.5109, -0.1375, -5.4592], [2.7908, 1.6388, -5.1463], [1.1580, 0.8812, -4.8079], [4.8505, -1.7840, -0.6319], [5.7872, -0.9790, -2.0613], [4.9337, -2.4136, -2.3398], [-0.0098, 4.6384, -0.2864], [0.1096, 5.9486, 0.1512], [-0.8834, 6.4688, 0.8707], [-1.8441, 5.8058, 1.2283], [-0.5695, 7.7232, 1.2241], [-1.5603, 8.4003, 2.0316], [-0.9093, 4.4600, -0.8125], [-0.0384, 3.9416, 0.5470], [0.8944, 4.5820, -0.8930], [-1.0601, 9.3812, 2.1596], [-1.5896, 7.8936, 3.0005], [-2.4769, 8.4258, 1.4156], [-1.5878, -1.1299, 2.1915], [-2.4570, -2.2818, 2.3920], [-2.4024, -2.7976, 3.6159], [-1.6938, -2.3226, 4.4138], [-3.2160, -3.8931, 3.6965], [-3.3265, -4.3897, 5.0562], [-1.8492, -0.2772, 2.7754], [-1.7878, -0.9039, 1.1547], [-0.5258, -1.4861, 2.2988], [-4.3895, -4.4932, 5.3335], [-2.8641, -3.7577, 5.7792], [-2.8117, -5.4289, 5.0778], [1.6337, 4.6243, 3.0848], [2.1347, 3.7945, 1.9853], [2.8720, 4.3982, 1.0527], [3.0639, 5.5890, 0.7993], [3.4818, 3.4144, 0.3301], [4.1608, 3.7955, -0.8201], [0.5641, 4.4041, 3.2367], [1.6867, 5.6415, 2.6978], [2.1509, 4.3714, 4.0708], [3.5067, 4.4394, -1.2933], [4.2533, 2.8758, -1.4331], [5.1105, 4.2967, -0.5809], [-3.2158, 5.4409, 4.0316], [-2.0892, 4.5332, 3.9687], [-2.1847, 3.4601, 3.1864], [-1.2408, 2.7004, 3.1126], [-3.4596, 3.3669, 2.6655], [-3.5362, 2.2582, 1.7382], [-4.0664, 4.9448, 4.5348], [-3.6635, 5.6927, 3.0691], [-3.0439, 6.3005, 4.6306], [-4.4343, 2.3563, 1.1845], [-3.5011, 1.2579, 2.2354], [-2.7450, 2.2784, 1.0317], [6.0959, -2.8063, 3.6210], [5.2738, -1.6483, 3.9257], [4.5226, -1.1690, 2.9478], [4.5014, -1.5293, 1.7723], [3.8318, -0.1927, 3.4529], [3.1395, 0.7583, 2.6170], [6.7814, -2.5952, 2.7683], [5.4246, -3.6711, 3.4153], [6.6858, -3.0217, 4.5530], [2.5875, 1.4406, 3.2436], [2.6747, 0.2731, 1.7502], [3.7805, 1.4454, 2.0135], [-4.1551, 4.2784, -1.7451], [-4.0102, 5.6518, -1.2911], [-4.7333, 5.8564, -0.2086], [-5.4424, 5.0497, 0.3147], [-4.6278, 7.1187, 0.2675], [-5.4277, 7.4782, 1.3815], [-3.7996, 4.3564, -2.8066], [-5.1825, 3.9741, -1.7165], [-3.6340, 3.6640, -1.0629], [-6.4721, 7.1288, 1.2697], [-5.4110, 8.5540, 1.2816], [-5.0070, 7.1481, 2.3208]],
  "forces_ev_per_a": [[1.090, 0.633, -0.382], [1.385, -1.250, -0.067], [-0.153, -0.503, -0.017], [0.322, 0.345, -0.979], [0.106, 0.529, -0.061], [-1.278, -0.193, 0.242], [-0.380, 0.541, 0.990], [-0.252, -0.689, 0.282], [-0.335, -0.271, 0.304], [0.020, 0.085, -0.142], [-0.678, 0.602, 0.013], [-0.340, 0.788, 0.938], [0.666, 0.341, 0.036], [0.218, 1.101, -1.051], [1.487, 0.780, 0.169], [-2.162, 0.319, -0.125], [0.563, -1.309, 1.212], [0.279, 0.172, -0.456], [0.567, -0.510, 0.501], [-0.229, -1.376, -0.378], [-0.880, -0.038, -0.454], [-0.159, -0.259, -0.362], [1.118, 0.502, 2.364], [-0.026, 0.201, -0.265], [-0.899, 0.376, 0.151], [-0.247, 0.046, 5.233], [0.187, 0.638, -1.162], [0.460, 0.287, -3.445], [-0.684, -2.406, -0.902], [0.336, 0.810, -0.559], [-0.008, -0.123, -1.015], [-0.560, -0.569, 0.015], [0.271, 0.106, -0.461], [0.654, 1.940, 0.324], [-1.540, -0.039, 0.479], [0.291, -2.233, 0.488], [-0.265, 1.030, -0.101], [1.825, 0.285, -0.785], [0.249, 1.420, -1.656], [-0.549, -1.097, -0.965], [0.688, -0.737, -0.205], [-0.239, 0.054, 0.498], [-0.046, -0.631, 0.017], [-1.073, 0.252, 0.003], [-0.168, -0.540, 1.370], [1.636, 0.171, -1.368], [1.810, -1.557, 0.964], [-1.289, 0.370, -0.258], [-0.876, 0.864, 0.206], [-0.889, 1.601, -1.045], [0.403, 0.563, 0.357], [-1.330, 0.105, 0.322], [-0.595, 0.082, 0.332], [0.738, -0.368, 0.202], [-0.356, -0.449, 0.256], [0.578, -0.357, 0.595], [0.210, -1.019, -0.572], [-1.193, 1.579, 1.209], [1.538, -0.364, -1.698], [-0.909, 0.489, -0.465], [-1.031, 0.298, 0.476], [-0.951, 0.150, -0.621], [0.797, 0.291, 1.326], [0.229, -0.327, -0.150], [-0.323, -1.170, 0.527], [1.336, -0.283, -0.075], [0.520, 0.210, -0.995], [0.527, -0.116, 0.732], [-0.494, -0.719, -0.292], [0.838, -0.744, 0.212], [-0.320, 2.543, 0.713], [0.129, -1.275, 0.671], [0.313, 1.073, -0.223], [-0.230, -0.877, -0.458], [1.163, 0.238, -0.685], [-0.837, 0.047, -1.025], [0.403, -0.160, 0.188], [-0.340, -0.878, -0.177], [-0.855, -0.361, -0.012], [-0.630, 0.092, -0.219], [0.135, 0.155, 0.927], [0.795, -1.687, -1.006], [-0.435, 0.506, -0.087], [-1.267, -0.984, -2.414], [1.494, 0.449, 3.193], [0.591, 1.240, 0.949], [0.081, -2.514, -0.516], [-0.049, 0.314, 0.787], [0.164, 0.247, -0.349], [-1.224, 0.822, 0.112], [0.429, -0.026, -0.479], [0.511, 0.578, 0.208], [-0.942, 1.724, 0.039], [-0.433, -0.259, 0.102], [0.162, 0.385, 0.584], [1.444, 1.261, -1.247], [-0.862, -2.311, 1.129], [-1.230, -0.682, 2.266], [1.096, -0.959, -0.202], [0.474, -0.286, -0.277], [0.398, 0.204, 0.736], [-0.250, 0.590, -1.627], [-0.833, 1.684, -1.601], [0.354, 0.595, 0.436], [-0.228, -0.310, -0.261], [-1.883, -1.549, -0.097], [-0.463, 1.240, 0.038], [-0.584, 0.122, 0.699], [-1.383, 0.347, -0.716], [2.224, -1.276, -0.240], [-0.079, -0.849, 0.868], [0.471, -0.146, 0.013], [0.851, 0.072, -0.161], [1.084, 0.650, 0.291], [-1.034, 0.243, -0.194], [-0.120, 0.948, -0.054], [0.946, 0.205, -0.481], [0.114, -0.229, 0.324], [0.668, -1.015, 0.095], [0.413, -0.142, -2.031], [0.148, 0.052, 1.402], [-0.859, 1.628, 0.556], [1.138, 0.365, -1.911], [-0.645, -0.205, 0.600], [0.723, 0.575, -0.026], [-0.650, 0.361, -0.973], [-0.664, -0.555, 0.160], [-0.818, -0.202, 0.896], [0.568, -0.562, 0.951], [0.169, 1.486, -1.847], [-0.250, 0.183, 0.206], [-0.228, 1.108, 0.989], [-0.601, -0.935, 0.513], [0.883, -0.615, -1.239], [-0.844, 0.146, -0.741], [-0.013, -0.683, 1.211], [-0.578, 0.026, -0.134], [0.991, -0.881, 0.243], [0.621, 0.001, 0.106], [-0.158, 0.332, 0.552], [0.113, -0.133, 0.151]],
  "mulliken_charge": [-0.6922, 1.7944, 0.3889, 1.1378, -0.7383, -0.6342, -0.1674, 0.3405, 0.2033, 0.1145, -1.6049, -0.3692, 0.0885, -0.2785, 1.0080, -0.4491, -0.5913, -0.3530, 0.2842, 0.2853, -0.0859, 0.4026, -0.9048, 0.3468, -0.4187, 1.2893, -0.6587, -0.6071, -0.0229, 0.2644, 0.5955, 0.3821, -0.4190, -0.2694, -0.1631, 0.7849, -0.6449, -0.3805, -0.4771, -0.0653, 0.2447, 0.4853, 0.4968, 0.0502, 0.2203, -0.6830, -0.3677, 0.8581, -0.5548, -0.3523, -0.4416, 0.3116, 0.2995, 0.2591, 0.2510, 0.3296, 0.1346, -0.6799, -0.0679, 0.4228, -0.6037, 0.1454, -0.6039, 0.3875, 0.2709, 0.1256, -0.0744, 0.3700, 0.3421, -0.6359, -0.4201, 0.3367, 0.1596, -0.4159, -0.5261, 0.6636, 0.1261, 0.0986, 0.2333, 0.1978, 0.2510, -0.1095, -0.3939, 0.7354, -0.5427, -0.2188, -0.7658, 0.3745, 0.0059, -0.3380, 0.2447, 0.3814, 0.2329, -0.5199, 0.1216, 0.6033, -0.5915, -0.1254, -0.6689, -0.1204, 0.4462, 0.2246, 0.4187, -0.0135, 0.2867, -0.5695, -0.3460, 0.7537, -0.4938, -0.3195, -0.3048, 0.3414, -0.0570, 0.3550, 0.4563, 0.2194, -0.1566, -0.5520, -0.3954, 0.7373, -0.4472, -0.3711, -0.0900, 0.2695, 0.2320, 0.2364, 0.2209, -0.0591, 0.2590, -0.3988, -0.3869, 1.0044, -0.6094, -0.3816, -0.6772, 0.1739, 0.4516, 0.0124, 0.3746, 0.2748, 0.2158]
}